{
  "formula": "C72H150HgN8O8",
  "method": "ωB97M-V with the def2-TZVPD basis set",
  "largest_force_ev_per_a": 3.39,
  "homo_energy_ev": -6.8415,
  "mol_weight_g_mol": 1456.630,
  "gap_ev": 7.3,
  "elements": ["Hg", "O", "O", "O", "O", "O", "O", "O", "O", "N", "N", "N", "N", "N", "N", "N", "N", "C", "C", "C", "C", "C", "C", "C", "C", "C", "C", "C", "C", "C", "C", "C", "C", "C", "C", "C", "C", "C", "C", "C", "C", "C", "C", "C", "C", "C", "C", "C", "C", "C", "C", "C", "C", "C", "C", "C", "C", "C", "C", "C", "C", "C", "C", "C", "C", "C", "C", "C", "C", "C", "C", "C", "C", "C", "C", "C", "C", "C", "C", "C", "C", "C", "C", "C", "C", "C", "C", "C", "C", "H", "H", "H", "H", "H", "H", "H", "H", "H", "H", "H", "H", "H", "H", "H", "H", "H", "H", "H", "H", "H", "H", "H", "H", "H", "H", "H", "H", "H", "H", "H", "H", "H", "H", "H", "H", "H", "H", "H", "H", "H", "H", "H", "H", "H", "H", "H", "H", "H", "H", "H", "H", "H", "H", "H", "H", "H", "H", "H", "H", "H", "H", "H", "H", "H", "H", "H", "H", "H", "H", "H", "H", "H", "H", "H", "H", "H", "H", "H", "H", "H", "H", "H", "H", "H", "H", "H", "H", "H", "H", "H", "H", "H", "H", "H", "H", "H", "H", "H", "H", "H", "H", "H", "H", "H", "H", "H", "H", "H", "H", "H", "H", "H", "H", "H", "H", "H", "H", "H", "H", "H", "H", "H", "H", "H", "H", "H", "H", "H", "H", "H", "H", "H", "H", "H", "H", "H", "H", "H", "H", "H", "H", "H", "H", "H", "H", "H", "H", "H", "H"],
  "xyz": [[2.5107, -1.0840, 0.1675], [3.2839, -1.8227, -2.0128], [0.6097, 0.6202, 5.2878], [-5.3130, 0.3152, -6.9635], [0.9015, 0.2932, -0.5460], [3.3771, -0.2552, 2.3630], [3.2116, -3.0965, 0.9210], [-4.6782, 1.8647, 4.3829], [1.5805, 1.2790, -8.8779], [4.4226, 0.6751, 2.1746], [2.2225, -3.9312, 1.5062], [-5.7157, -0.1878, -5.7005], [0.8133, 1.5867, -7.7214], [4.6542, -1.6164, -2.2653], [-5.8345, 2.5018, 3.8715], [0.1335, 0.8728, 6.5921], [-0.1838, -0.6329, -0.5356], [5.0226, -0.2261, -2.5960], [5.1380, 3.1080, 2.3432], [-0.7519, -0.8539, -1.8937], [-6.4828, 2.6412, 6.2231], [-0.0270, 0.0477, 8.8853], [2.1235, -0.3641, 7.6878], [3.9226, -4.5526, 3.3485], [-6.1138, 0.5030, -3.3066], [-0.6867, 2.3530, 8.2815], [-2.2052, -1.3194, 0.5512], [-5.6272, -2.5390, -6.2775], [3.0316, 1.9116, -6.6165], [5.7374, 0.1809, 2.5911], [0.9592, 2.1308, -5.4130], [4.8893, -3.3084, -4.1922], [5.3575, -2.7583, -2.7763], [1.8464, -5.1150, 0.6996], [0.2628, -1.5210, -2.8045], [-5.0712, -1.4477, -5.3400], [-0.6748, 1.5972, -7.8901], [-2.9537, -1.4237, -0.7819], [-1.3172, 0.3932, -2.6263], [6.5463, 0.0164, -2.5075], [3.4097, 2.2158, 3.8832], [-6.9598, 2.3679, 4.8218], [-8.2191, 3.8110, 2.9915], [3.9885, 2.0619, 2.4527], [7.2743, -0.9952, -3.3946], [6.4649, 2.6209, 2.9031], [-6.4798, 1.4401, 1.7050], [-5.9482, 2.6967, 2.4403], [-0.5348, 2.4968, -5.3998], [3.0445, -6.0436, 0.4343], [-4.5521, 3.0908, 1.9136], [0.5714, -0.2060, 7.4916], [1.4533, -4.9885, 3.5916], [-0.6874, 3.1013, 5.8859], [4.4597, 0.1609, -3.9623], [0.7145, -5.8649, 1.4421], [-6.9300, 1.8624, -5.0866], [2.2216, -2.7537, 3.7798], [-6.9266, 3.8436, 2.1928], [-7.9163, 3.5665, 4.4893], [-1.0998, -0.2567, 0.5434], [6.8455, -2.4106, -3.0296], [-0.0239, -1.5667, 7.0263], [-0.0377, 1.4882, 9.3853], [6.7936, 1.2602, 2.3176], [-1.2053, 2.8228, -8.7004], [-7.6763, 1.0439, 4.6914], [-1.0028, 0.2903, -8.6663], [5.8445, -0.2011, 4.0962], [6.0709, -1.0575, 1.7389], [-4.4976, 1.7727, -4.7049], [-1.8850, -1.8783, -1.8093], [-3.5488, -1.4051, -5.6784], [-5.5083, -1.8523, -3.9274], [-5.7567, 0.9307, -4.7470], [-1.2005, 1.5791, -6.4362], [-1.6158, 1.1945, 0.6200], [1.5617, 3.9475, -6.9631], [0.0858, 2.2716, 6.9548], [-0.3769, -0.5859, 1.8749], [-5.3192, -0.7305, -2.8921], [1.4632, 2.9025, 7.0448], [2.9543, 2.4058, 1.3709], [1.0815, -6.2252, 2.8304], [5.2296, -3.9909, -1.8757], [1.1723, -4.6038, -0.5671], [2.5098, -4.0342, 2.9250], [4.4507, 0.7570, -1.5627], [1.5965, 2.4085, -6.7949], [-1.3803, 0.5881, -6.0163], [3.4439, 2.2714, 0.4146], [-1.6835, 2.6669, 5.7459], [-4.2354, 2.2139, -5.6663], [-4.2589, -0.4959, -2.7868], [-4.4790, 3.0558, 0.8264], [7.3249, -0.7515, -4.4586], [-3.5939, 1.3214, -4.2868], [-3.0701, -0.5279, -5.2499], [-0.0858, -1.6359, 1.9309], [7.2707, -2.7839, -2.0893], [-2.0343, 0.3726, -9.0177], [-4.1599, 2.5737, 4.7801], [7.2918, 3.2712, 2.6145], [4.8196, 4.0639, 2.7535], [-6.7155, -2.6404, -6.2697], [4.2965, -0.6552, -4.6659], [-8.0855, 0.8783, 3.6972], [-5.8655, 1.8028, 6.5610], [-2.2770, 0.7486, -2.2531], [1.5214, 2.6525, -4.6326], [-6.7645, 2.6073, -5.8734], [3.8289, -5.6415, 3.3192], [-0.0124, -0.0272, 4.9337], [-0.1219, -1.8548, -3.7685], [2.4143, 0.0924, 8.6319], [6.9930, -0.1935, -1.5313], [-0.6136, 1.2293, -2.6181], [5.3081, -1.8326, 1.8447], [-1.1130, -0.4488, 2.6726], [-1.0033, -1.4744, 6.5537], [2.5140, 3.3739, 1.6208], [-7.6853, 4.5044, 4.9965], [4.7799, 0.4879, -0.5527], [-7.1084, 3.7526, 1.1143], [-0.2025, 2.8293, 4.9438], [-6.0262, 0.4971, 2.0089], [-7.5547, 1.3964, 1.8692], [5.4858, -4.1174, -4.6083], [6.4477, -1.0691, 4.3730], [-0.3552, 0.1496, -9.5254], [2.1582, 2.2275, 7.5516], [-3.3237, -0.4402, -1.0826], [1.8984, -4.0182, -1.1383], [7.7085, 0.8982, 2.7918], [5.5296, -3.8455, -0.8345], [7.3736, -3.0041, -3.7799], [-3.7815, 2.4129, 2.2802], [6.1104, -0.7599, 0.6886], [1.8990, -6.9607, 2.7845], [-1.5758, -2.8161, -1.3331], [-0.5249, 3.6716, -8.7313], [-3.1377, -2.3897, -5.4542], [-3.0695, -1.0108, 1.1526], [0.3709, -3.9034, -0.3330], [-1.0459, 2.1799, -4.4905], [-6.1477, 0.5888, -7.3590], [-2.6615, 1.2188, 0.9318], [1.0475, -0.8224, -3.1170], [3.5566, -6.4333, 1.3153], [1.9255, -5.2061, 4.5578], [-3.4335, -1.2708, -6.7546], [4.8175, 1.7678, -1.7282], [-7.1584, 0.2961, -3.0456], [-5.7266, -1.1980, -1.9921], [1.4309, 3.8850, 7.5112], [-4.8308, -2.6291, -3.5650], [3.8093, -3.4921, -4.1900], [-5.9996, 1.3751, -2.6554], [-4.6351, 2.6472, -4.0598], [-0.9823, -0.5285, -7.9493], [-8.8665, 3.0323, 2.5790], [1.2113, 1.8582, -9.5655], [2.6706, 0.0311, 6.8334], [0.7205, -2.3344, -2.2398], [2.0876, 1.7579, 1.5321], [1.7714, -2.9269, 4.7583], [0.7072, -2.0096, 6.3488], [-7.2335, 2.4751, -4.2362], [-0.6894, 3.4147, 8.5414], [1.7599, 4.4520, -6.0187], [-2.1902, 3.1488, -8.3731], [3.1715, -2.2663, 4.0006], [-4.2195, 4.0590, 2.2918], [-8.9250, 3.3744, 4.8789], [4.8508, -0.3717, 4.5209], [6.9701, 1.4456, 1.2542], [4.0920, 1.8426, 4.6568], [-1.2679, 2.4278, -9.7170], [-6.5214, -2.2442, -3.9966], [3.7205, 2.1403, -7.4341], [-7.2880, 2.8632, 6.9206], [3.6790, -0.8101, 3.0960], [-1.0474, 1.8968, 1.2233], [-6.5812, 4.8768, 2.2959], [3.2179, 0.8483, -6.4453], [-0.7638, 3.5287, -5.6594], [-1.4593, 0.1591, -3.6857], [1.8886, 2.9070, 6.0377], [-7.0733, 0.1638, 4.9162], [3.3634, 0.6480, -1.6096], [-0.9641, -0.5032, 9.0077], [-3.8320, -2.0466, -0.6070], [-6.3430, 1.4947, 0.6209], [1.5076, -2.1096, 3.2634], [-5.3019, -3.5533, -6.0256], [2.3118, -1.4333, 7.7955], [5.7205, -4.8687, -2.2965], [4.9663, -2.5793, -5.0107], [4.1857, -4.3005, -1.7704], [0.3693, -6.6727, 0.7930], [-0.5406, 1.6683, 10.3335], [-0.1917, -2.2072, 7.8912], [-1.8457, -2.2807, 0.9125], [0.9739, 1.0955, -5.0607], [0.5050, 4.1452, -7.1487], [3.4895, 2.3602, -5.7308], [4.6519, -4.2861, 2.5827], [-5.7355, 3.4356, 6.3050], [8.3324, -0.8778, -3.1292], [-0.1376, -5.1738, 1.4782], [4.2708, -4.2491, 4.3332], [5.2929, 3.2540, 1.2669], [2.9202, -1.7042, -2.9057], [5.1948, 0.8270, -4.4196], [7.0392, -1.4695, 2.0227], [0.5392, -4.5263, 3.9796], [6.3316, 0.5681, 4.7003], [3.8673, -5.4217, 0.0638], [0.4697, 0.0923, 1.9968], [-1.7127, 1.9817, 8.2846], [-0.7613, 4.1830, 5.9452], [0.7715, -5.4650, -1.1014], [-1.7106, 1.5452, -0.4102], [1.0202, 1.7345, 9.5207], [2.5563, 1.5497, 4.0299], [-8.5799, 1.0160, 5.3095], [-2.2338, 1.9198, -6.5803], [-2.3295, -2.2091, -2.7499], [2.1295, 4.3622, -7.7938], [2.7768, -6.8271, -0.2734], [3.5054, 0.6818, -3.8651], [-8.7607, 4.7559, 2.9495], [-7.8068, 1.2917, -5.4007], [0.3417, -6.8644, 3.3243], [6.3658, 2.5612, 3.9902], [0.6038, -0.4874, 9.6065], [3.3005, 3.2670, 4.1444], [6.8944, 1.0216, -2.7510], [-5.3060, -2.3724, -7.3066]],
  "forces_ev_per_a": [[-1.4, -0.9, 0.6], [0.9, 0.1, -1.9], [0.6, 0.1, -0.2], [0.3, -0.2, 0.0], [1.0, -0.9, 0.0], [0.4, 0.4, 0.6], [-0.3, 0.6, -0.6], [-0.1, -0.6, -0.6], [-0.8, 0.7, -0.5], [1.3, 1.2, -1.1], [-0.2, 1.4, 0.6], [-1.4, 0.4, 1.0], [0.8, -0.7, 0.2], [1.8, 0.5, 2.0], [0.2, 1.1, 1.9], [-1.2, -1.3, -0.1], [-0.2, 0.0, -0.5], [-0.1, 0.8, 0.5], [0.4, -1.1, -1.3], [-0.9, 0.2, -0.8], [1.5, -0.7, 0.8], [0.0, -0.7, 1.5], [-1.0, -0.2, -0.3], [-0.5, -0.7, -1.4], [0.2, -0.9, 0.7], [0.9, 0.0, 1.0], [-2.2, 1.2, -0.7], [-0.3, -0.5, -0.5], [1.3, -0.1, -0.5], [0.5, -0.6, 0.1], [-1.0, 0.7, 1.0], [-1.1, 1.6, -0.5], [0.4, -1.5, -3.0], [-0.2, 0.0, 1.0], [1.3, 0.6, 0.0], [0.3, -0.6, -1.7], [2.0, 0.0, 0.6], [1.4, 0.2, -0.3], [0.5, 0.1, -0.1], [0.7, -1.6, -0.9], [0.5, -0.9, 0.1], [-0.3, 1.9, -1.4], [0.6, -0.7, 0.4], [-0.2, 0.5, 1.2], [0.8, 0.6, 0.9], [-0.5, -0.1, 0.3], [-0.1, 0.2, -0.4], [0.9, -0.3, 0.2], [0.0, -1.2, -1.0], [0.6, 0.9, -0.2], [0.3, -0.3, 0.3], [-0.1, 0.4, 0.9], [0.4, -0.4, 1.1], [-0.2, -2.0, -1.0], [0.3, 0.5, -0.4], [-0.5, 1.0, -0.8], [-0.6, 0.5, -0.9], [0.4, 0.5, -1.1], [-0.6, 0.7, -1.1], [-1.6, -0.6, -0.6], [0.3, -1.4, 1.7], [0.9, -0.3, 0.9], [0.5, 0.6, -0.2], [0.4, 0.4, -1.3], [-0.1, 0.2, 0.3], [0.5, -0.9, -0.4], [-1.1, -0.6, 0.0], [-1.0, 0.8, 1.0], [-0.2, 0.1, 0.6], [-0.3, 0.3, 0.0], [0.9, 1.1, 0.3], [-1.7, -1.0, 1.7], [-0.8, 0.0, 0.2], [1.5, 0.9, 0.0], [-0.9, 0.7, 0.7], [-1.9, 0.6, -0.9], [-0.8, -0.4, -1.5], [-1.1, -0.5, -0.3], [-0.8, 1.0, 0.1], [-0.1, 0.6, -0.2], [-0.9, -0.3, -0.4], [0.8, -0.8, -0.1], [-0.5, -0.4, 1.9], [0.8, -1.9, 0.3], [-0.7, 0.0, 0.7], [0.9, 0.3, -0.1], [-1.5, -0.6, 2.3], [-0.4, -1.2, 0.3], [-0.1, -0.7, 1.6], [0.8, -0.3, -0.3], [-0.4, 0.3, -0.3], [-0.2, 0.2, 0.3], [-0.1, -0.4, -0.2], [-0.1, -0.2, 0.0], [-0.3, 0.2, 0.0], [-0.9, -0.2, -0.1], [-0.2, -0.5, -0.2], [0.3, -0.4, 0.5], [0.3, 0.0, -0.3], [0.7, 0.8, 0.1], [0.0, -0.1, -0.1], [0.0, 0.0, -0.1], [-0.1, 0.3, 0.4], [-0.1, -0.1, 0.1], [0.0, 0.5, 0.1], [0.2, -0.2, 0.2], [0.2, 0.2, -0.2], [-0.6, -0.3, 0.3], [0.1, 0.0, 0.1], [-0.1, 0.3, -0.1], [0.4, -0.3, -0.2], [0.4, -0.1, 0.2], [-0.1, 0.2, -0.1], [-0.5, -0.3, 0.3], [0.3, 0.3, -0.2], [-0.8, 0.1, 0.4], [0.1, -0.1, 0.3], [0.1, -0.1, 0.0], [0.1, 0.3, 0.2], [0.1, 0.3, -0.2], [0.5, 0.4, -0.6], [0.8, -0.1, -0.2], [0.0, -0.1, 0.0], [-0.4, 0.2, 0.0], [0.1, 0.5, -0.1], [0.1, 0.1, 0.4], [0.0, -0.3, -0.1], [-0.2, -0.5, 0.7], [-0.1, -0.3, -0.7], [0.1, -0.1, 0.2], [-0.1, 0.3, 0.5], [-0.1, 0.0, 0.4], [0.0, -0.4, -0.4], [0.2, -0.1, -0.3], [0.4, 0.3, -0.1], [-0.8, -0.7, -0.1], [-0.3, -0.3, 0.0], [0.0, -0.1, 0.0], [0.4, 0.4, 0.0], [0.7, 0.0, -0.3], [-0.1, 0.0, 0.2], [0.5, 0.3, 0.4], [0.7, 0.1, 1.0], [-0.1, -0.1, 0.2], [0.3, 0.7, 0.3], [0.0, -0.2, -0.1], [0.1, -0.2, 0.5], [0.1, 0.2, 0.4], [-0.8, -0.4, 0.3], [0.1, -0.5, -0.1], [-0.2, 0.0, 0.0], [-0.4, 0.1, -0.3], [-0.3, -0.3, -1.2], [0.4, 0.6, 0.4], [0.2, 0.1, -0.1], [-0.2, -0.4, -0.4], [0.1, -0.7, 0.1], [0.8, 0.0, 0.0], [-0.4, -0.1, 0.1], [0.4, -0.3, -0.3], [-0.2, 0.0, 0.3], [0.4, 0.0, -0.1], [0.1, 0.0, 0.1], [0.0, -0.2, -0.3], [0.2, -0.4, -0.6], [0.2, -0.6, -0.1], [-0.4, -0.3, -0.1], [0.2, -0.2, 0.2], [-0.2, 0.0, 0.2], [0.5, 0.0, -0.1], [0.0, -0.1, 0.0], [-0.1, 0.4, -0.1], [-0.4, 0.2, -0.1], [0.2, -0.4, 0.4], [0.1, 0.0, 0.2], [-0.1, -0.5, -0.1], [0.4, 0.0, -0.3], [-0.3, 0.5, -0.2], [-0.1, 0.2, 0.3], [-0.3, 0.3, -0.2], [-0.1, -0.2, -0.1], [-0.5, -0.2, 0.1], [0.3, -0.2, -0.1], [1.0, -0.4, 0.3], [-0.9, -0.2, -0.1], [0.1, 0.1, 0.3], [-0.1, -0.2, 0.0], [-0.2, 0.6, 0.0], [0.2, 0.2, 0.2], [-0.1, 0.8, 0.1], [-0.4, 0.6, -0.3], [0.1, -0.4, -0.6], [0.1, 0.3, 0.0], [0.3, 0.2, -0.1], [0.4, 0.2, 0.3], [0.3, 0.0, -0.1], [0.3, 0.2, -0.1], [0.3, 0.4, 0.4], [-0.1, 0.3, -0.3], [0.3, -0.3, 0.2], [-0.1, -0.4, 0.1], [0.4, -0.1, 0.0], [0.1, -0.1, -0.2], [0.4, -0.3, -0.7], [0.2, 0.5, -0.1], [-0.3, 0.4, 0.0], [0.1, 0.2, 0.1], [-0.4, 0.5, -0.5], [0.1, -0.3, 0.0], [0.0, 0.1, 0.0], [-0.2, 0.2, 0.0], [0.0, 0.2, 0.0], [-0.9, -0.1, 0.3], [-0.3, 0.2, -0.3], [0.0, 0.0, 0.0], [-0.1, 0.6, -0.9], [-0.4, 0.3, -0.1], [-0.3, -0.1, -0.6], [0.1, -0.1, 0.3], [-0.1, 0.2, -0.9], [0.3, 0.0, 0.6], [0.1, 0.2, -0.4], [0.4, 0.5, 0.1], [-0.1, 0.4, 0.1], [-0.5, 0.7, -0.1], [0.3, 0.0, 0.4], [-0.1, 0.1, 0.3], [0.3, 0.6, -0.4], [0.2, -0.1, 0.1], [0.2, -0.1, 0.0], [0.1, 0.1, 0.0], [0.0, 0.0, -0.4], [0.0, -0.2, 0.2], [-0.4, 0.6, 0.1], [0.4, 0.1, 0.0], [0.1, -0.2, -0.2], [-0.8, 0.0, -0.2], [-0.7, 0.2, -0.1], [-0.1, 0.1, 0.0]]
}